1.
The following is a DFT calculation (ωB97M-V with the def2-TZVPD basis set) of a structure of composition C2HCuFO2.

Structure (XYZ):
```
7
Properties=species:S:1:pos:R:3:nbo_charge:R:1
H -0.6315 1.8167 -0.3633 0.10
O 0.1293 -0.0429 -0.6497 -0.70
O 1.0963 -1.6641 0.4193 -0.85
C -0.6741 0.8313 0.1344 0.18
C 0.2773 -1.4221 -0.4984 0.38
F -2.0577 0.3965 -0.1609 -0.46
Cu 1.8604 0.0846 1.1187 0.34
```

Computed properties:
* HOMO level (spin up / spin down): -3.1 / -1.8 eV
* gap between HOMO and LUMO (spin up / spin down): 6.08 / 4.59 eV
* total charge: -1
* LUMO energy (spin up / spin down): 2.935 / 2.828 eV

---

2.
The following is a DFT calculation (ωB97M-V with the def2-TZVPD basis set) of a structure of composition C25H34N7OPdS.

Structure (XYZ):
```
69
Properties=species:S:1:pos:R:3:lowdin_spin:R:1
Pd -0.8121 -1.7414 0.0539 0.00
C 2.2856 0.8875 -3.2531 0.02
N 1.2790 -0.0440 -3.7201 0.03
C 1.7102 -0.8395 -4.8462 0.00
C 0.4445 -0.6249 -2.7381 0.10
N -0.1187 0.0002 -1.7707 0.01
C -0.3204 1.3905 -1.7446 0.16
C -0.6262 2.0619 -2.9692 0.07
C -0.9070 3.4064 -3.0106 0.07
C -0.8823 4.1813 -1.8425 0.14
C -0.6111 3.5745 -0.5843 0.01
C -0.5960 4.3757 0.5837 0.07
C -0.3394 3.8313 1.8289 0.05
C -0.0713 2.4751 1.9361 0.04
C -0.0542 1.6358 0.8075 0.09
N 0.2478 0.2730 1.0882 0.02
C 1.3154 -0.0119 1.7029 0.00
N 2.4868 0.7625 1.6653 0.00
C 2.6272 1.7067 0.5753 0.00
C 3.0773 1.1893 2.9127 0.00
N 1.4237 -1.1693 2.4705 0.00
C 2.5292 -2.0635 2.1467 0.00
C 0.1746 -1.8989 2.6847 0.00
C -0.3446 2.1432 -0.4943 0.01
N 0.3227 -2.0476 -2.8615 0.01
C 1.1927 -2.7129 -1.8865 0.01
C -1.0611 -2.5257 -2.7227 0.00
H 2.5914 1.5477 -4.0695 0.00
H 3.1826 0.3645 -2.8770 0.00
H 1.8792 1.5144 -2.4616 0.00
H 2.0008 -0.1649 -5.6611 0.00
H 0.9091 -1.4868 -5.1886 0.00
H 2.5769 -1.4833 -4.6183 0.00
H -0.6718 1.4737 -3.8766 0.01
H -1.1665 3.8652 -3.9606 0.00
H -1.0974 5.2444 -1.8697 0.01
H -0.8062 5.4354 0.4762 0.00
H -0.3563 4.4525 2.7183 0.00
H 0.1000 2.0213 2.9085 0.00
H 2.1200 1.3215 -0.3094 0.00
H 3.6932 1.8255 0.3444 0.00
H 2.1999 2.6895 0.8058 0.00
H 2.8317 0.4730 3.6950 0.00
H 2.7065 2.1808 3.2080 0.00
H 4.1699 1.2476 2.8241 0.00
H 3.4469 -1.4992 1.9969 0.00
H 2.3091 -2.6351 1.2374 0.00
H 2.6748 -2.7681 2.9672 0.00
H -0.5685 -1.2500 3.1381 0.00
H 0.3690 -2.7496 3.3396 0.00
H -0.2546 -2.2798 1.6920 0.00
H 2.2024 -2.2941 -1.9440 0.00
H 1.2379 -3.7836 -2.0986 0.00
H 0.7755 -2.5644 -0.8385 0.00
H -1.7011 -2.0149 -3.4469 0.00
H -1.4636 -2.3480 -1.6883 0.00
H -1.0803 -3.6001 -2.9147 0.00
O -3.3322 -1.2684 0.0961 0.00
N -3.7226 -1.5143 1.3017 0.00
C -4.2985 -0.5091 2.0101 0.00
C -4.7693 -0.6749 3.2877 0.00
C -4.6205 -1.9264 3.8896 0.00
C -3.9866 -2.9272 3.1911 0.00
C -3.4784 -2.7635 1.8783 0.00
S -2.5989 -3.9448 1.0145 0.00
H -4.3405 0.4200 1.4630 0.00
H -5.2231 0.1646 3.7962 0.00
H -4.9847 -2.1049 4.8950 0.00
H -3.8275 -3.9011 3.6361 0.00
```

Computed properties:
* HOMO level (spin up / spin down): 1.8 / 0.0 eV
* spin multiplicity: 2
* gap between HOMO and LUMO (spin up / spin down): 3.05 / 4.79 eV
* total charge: -2
* LUMO energy (spin up / spin down): 4.819 / 4.802 eV

---

3.
The following is a DFT calculation (ωB97M-V with the def2-TZVPD basis set) of an isolated molecule of C8H14S.

Structure (XYZ):
```
23
Properties=species:S:1:pos:R:3:nbo_charge:R:1
C 0.9127 1.5069 -0.7944 -0.52
C 0.6413 -0.5835 0.5986 -0.11
C 1.3756 0.7033 0.3955 -0.29
C -0.5344 -0.7660 -0.3747 -0.30
C -1.5927 0.4467 -0.2082 -0.16
C 2.8991 0.3518 0.0714 -0.58
C -1.1684 -2.1844 -0.4179 -0.62
C -2.7532 0.4267 0.7389 -0.69
S -0.8560 1.9370 -0.5884 0.29
H 1.5014 2.3463 -0.7312 0.23
H 1.0315 1.0940 -1.7574 0.22
H 0.4439 -0.7610 1.6570 0.17
H 1.5129 1.3360 1.3167 0.22
H -0.1023 -0.4838 -1.4502 0.20
H 3.0647 0.0143 -0.9942 0.20
H 3.3423 -0.3711 0.6828 0.22
H 3.3884 1.2886 0.0685 0.20
H -1.4274 -2.5075 0.5964 0.20
H -0.4181 -2.9255 -0.6001 0.22
H -2.0783 -2.0462 -1.0393 0.22
H -3.1076 1.3334 1.1678 0.23
H -2.4798 -0.2939 1.5800 0.23
H -3.5958 0.1378 0.0824 0.23
```

Computed properties:
* energy relative to the best compared isomer or geometry (same formula, charge and spin): 78.8 kcal per mole
* HOMO level (spin up / spin down): -7.8 / -6.6 eV
* gap between HOMO and LUMO (spin up / spin down): 8.51 / 6.76 eV
* LUMO energy (spin up / spin down): 0.705 / 0.150 eV

---

4.
The following is a DFT calculation (ωB97M-V with the def2-TZVPD basis set) of a cluster of 2 separate species, C3H3N in total.

Structure (XYZ):
```
7
Properties=species:S:1:pos:R:3:nbo_charge:R:1
C 1.2448 -0.5467 -0.0463 0.16
C 0.0793 0.2112 -0.0079 0.09
C -1.1567 0.5408 -0.0371 -0.51
N 1.5535 0.6484 0.0944 -0.32
H 1.6360 -2.1580 0.3555 0.14
H -1.6061 1.5318 -0.1253 0.22
H -1.7508 -0.2276 -0.2334 0.21
```

Computed properties:
* energy relative to the best compared isomer or geometry (same formula, charge and spin): 118.4 kcal per mole
* HOMO level: -9.8 eV
* gap between HOMO and LUMO: 9.32 eV
* LUMO energy: -0.446 eV

---

5.
The following is a DFT calculation (ωB97M-V with the def2-TZVPD basis set) of a cluster of 14 separate species, C58H61Cl6N11 in total.

Structure (XYZ):
```
136
Properties=species:S:1:pos:R:3:mulliken_charge:R:1
N -7.5574 5.9328 -2.4045 -0.55
C -6.6333 5.1000 -3.0295 -0.23
C -5.4104 4.8821 -2.4933 -0.34
C -5.0476 5.5154 -1.2853 -0.24
C -5.9573 6.3825 -0.6758 -0.31
C -7.2274 6.5282 -1.2463 -0.12
H -6.9201 4.7617 -4.0143 0.38
H -4.6741 4.3039 -3.0319 0.34
H -4.0922 5.3705 -0.8030 0.37
H -5.7617 7.0169 0.1761 0.34
H -7.9991 7.1125 -0.7672 0.36
N 3.4662 11.2884 -2.1825 -0.55
C 2.6462 12.0633 -1.4786 -0.15
C 1.7695 11.6236 -0.4689 -0.41
C 1.6964 10.2560 -0.2895 -0.24
C 2.5139 9.4239 -1.0525 -0.26
C 3.3515 9.9619 -2.0100 -0.18
H 2.7855 13.1112 -1.6993 0.37
H 1.2105 12.3179 0.1410 0.36
H 1.0126 9.7149 0.3478 0.36
H 2.5390 8.3511 -0.9302 0.34
H 3.9068 9.3097 -2.6678 0.36
N 0.5726 -0.6935 -0.6105 -0.53
C 1.7980 -0.6995 -0.0338 -0.21
C 2.0923 -1.3833 1.1484 -0.36
C 1.1281 -2.2451 1.6089 -0.15
C -0.1059 -2.3928 1.0155 -0.42
C -0.3434 -1.5720 -0.0893 -0.11
H 2.4462 0.0929 -0.3778 0.36
H 3.0273 -1.2318 1.6673 0.36
H 1.3240 -2.7720 2.5311 0.34
H -0.8831 -3.0360 1.4011 0.36
H -1.3359 -1.5068 -0.5102 0.37
N -9.1954 -1.4421 1.8966 -0.56
C -9.2405 -0.9706 0.6006 -0.19
C -10.3706 -1.0417 -0.1614 -0.38
C -11.5446 -1.5136 0.4252 -0.23
C -11.4828 -2.1113 1.6955 -0.30
C -10.2889 -1.9830 2.4364 -0.12
H -8.3124 -0.5410 0.2535 0.38
H -10.3943 -0.5908 -1.1426 0.35
H -12.4943 -1.5175 -0.0891 0.36
H -12.3232 -2.6301 2.1326 0.35
H -10.2786 -2.3430 3.4545 0.35
N 8.7967 3.1860 6.1119 -0.55
C 8.7904 1.8913 6.5193 -0.17
C 8.9202 1.5904 7.8655 -0.35
C 9.0350 2.6370 8.7655 -0.20
C 9.1133 3.9324 8.3659 -0.31
C 8.9985 4.1977 6.9953 -0.18
H 8.7840 1.1184 5.7650 0.36
H 8.8733 0.5483 8.1453 0.35
H 9.0306 2.4089 9.8211 0.35
H 9.1824 4.7509 9.0670 0.35
H 8.9709 5.2147 6.6329 0.36
N 3.9082 -10.5779 -2.7077 -0.56
C 4.0572 -10.1342 -3.9696 -0.24
C 3.7065 -8.8366 -4.2437 -0.28
C 3.0531 -8.0170 -3.2861 -0.31
C 2.8230 -8.5663 -2.0303 -0.30
C 3.3149 -9.8181 -1.7831 -0.06
H 4.5173 -10.8107 -4.6745 0.36
H 3.8201 -8.4427 -5.2429 0.33
H 2.8283 -6.9855 -3.5139 0.38
H 2.4316 -8.1241 -1.1261 0.33
H 3.2495 -10.1871 -0.7702 0.34
N 1.9982 7.1096 -10.1805 -0.53
C 1.1447 7.1846 -9.1028 -0.20
C 1.2252 6.2761 -8.0517 -0.27
C 2.2872 5.3327 -7.9706 -0.32
C 3.1802 5.3315 -9.0187 -0.26
C 3.0574 6.2558 -10.0588 -0.16
H 0.4135 7.9792 -9.1214 0.36
H 0.4238 6.2469 -7.3283 0.34
H 2.3313 4.6969 -7.0987 0.38
H 3.9898 4.6171 -8.9987 0.33
H 3.8115 6.2058 -10.8303 0.34
N -4.4747 -9.5299 -1.1709 -0.55
C -4.3620 -8.7966 -2.2787 -0.11
C -4.8641 -7.5112 -2.4899 -0.37
C -5.5600 -6.9252 -1.4230 -0.24
C -5.6647 -7.6457 -0.2381 -0.33
C -5.1305 -8.9188 -0.1339 -0.20
H -3.8401 -9.2641 -3.1006 0.36
H -4.7949 -7.0328 -3.4558 0.35
H -6.0398 -5.9589 -1.4716 0.38
H -6.2590 -7.2690 0.5813 0.34
H -5.3984 -9.6093 0.6522 0.37
N -5.5617 -1.6935 -7.4388 -0.55
C -4.3235 -1.6406 -8.0119 -0.21
C -4.1809 -1.9812 -9.3893 -0.29
C -5.2206 -2.3054 -10.1640 -0.26
C -6.4746 -2.4441 -9.4961 -0.34
C -6.5757 -2.1094 -8.1676 -0.14
H -3.4786 -1.3382 -7.4109 0.38
H -3.2107 -1.9343 -9.8614 0.32
H -5.2218 -2.5281 -11.2208 0.38
H -7.3134 -2.8500 -10.0420 0.34
H -7.4382 -2.1511 -7.5189 0.38
N -0.2286 -9.7630 5.8865 -0.55
C -0.0935 -8.7929 6.7955 -0.15
C -1.0827 -8.5010 7.7235 -0.36
C -2.2510 -9.3161 7.7510 -0.21
C -2.4130 -10.2749 6.7402 -0.40
C -1.3322 -10.4770 5.8571 -0.13
H 0.8194 -8.2325 6.6576 0.38
H -0.9310 -7.7682 8.5022 0.35
H -3.0029 -9.0478 8.4784 0.36
H -3.2612 -10.9420 6.7836 0.36
H -1.5476 -11.0718 4.9818 0.35
N -1.2707 5.0575 5.9885 -0.56
C -0.2270 4.3950 5.4488 -0.18
C 1.0682 4.9588 5.3273 -0.33
C 1.2932 6.2664 5.7562 -0.30
C 0.2081 6.9849 6.1827 -0.31
C -1.0261 6.3491 6.3464 -0.14
H -0.3720 3.4006 5.0532 0.37
H 1.8910 4.3529 4.9775 0.35
H 2.2778 6.7101 5.7487 0.39
H 0.1532 8.0358 6.4256 0.34
H -1.9136 6.8463 6.7090 0.37
C 10.9525 -3.7796 -1.5285 -0.24
Cl 9.6581 -2.7266 -0.9507 -0.13
Cl 10.8491 -4.1692 -3.3692 -0.17
H 11.9264 -3.3796 -1.2461 0.29
H 10.7520 -4.7138 -1.0039 0.24
C 2.5946 1.0684 10.1012 -0.22
Cl 3.2505 0.9352 11.7914 -0.15
Cl 2.6269 -0.5581 9.3277 -0.15
H 1.5537 1.3689 10.2207 0.26
H 3.2154 1.6986 9.4644 0.26
C 9.5763 4.5212 -1.8762 -0.22
Cl 8.1753 4.0039 -2.7230 -0.14
Cl 10.9544 3.6391 -2.5321 -0.14
H 9.7045 5.5881 -2.0585 0.24
H 9.3611 4.3546 -0.8207 0.26
```

Computed properties:
* HOMO level: -9.4 eV
* gap between HOMO and LUMO: 9.63 eV
* LUMO energy: 0.202 eV

---

6.
The following is a DFT calculation (ωB97M-V with the def2-TZVPD basis set) of a cluster of 13 separate species, C38H97N26O14S2 in total.

Structure (XYZ):
```
177
Properties=species:S:1:pos:R:3:lowdin_spin:R:1
C -4.7271 -1.0006 1.9568 0.00
C -5.9140 -0.2325 1.2538 0.00
C -5.5361 1.1926 0.6821 0.00
C -3.9973 1.5008 0.6503 0.00
C -3.6373 2.8297 -0.1058 0.00
C -2.1345 2.8436 -0.6360 0.00
C -2.0673 1.8224 -1.8174 0.00
C -0.6347 1.7359 -2.5208 0.00
C 0.5611 1.6554 -1.5060 0.00
C 1.5723 0.4555 -1.7956 0.00
C 2.5135 0.9235 -2.9675 0.00
C 1.9423 0.6588 -4.4065 0.00
C 2.6405 -0.5672 -5.1391 0.00
S 1.6311 -0.8473 -6.6903 0.00
C 0.5114 -2.2560 -6.3186 0.00
S 1.2300 -3.7669 -6.1934 0.00
N -0.8796 -2.0030 -6.1827 0.00
C -1.1960 -1.1834 -4.9909 0.00
C -2.3087 -1.8216 -4.0668 0.00
O -1.8632 -3.1423 -3.7499 0.00
C -1.8700 -3.9895 -4.9012 0.00
C -1.7058 -3.2106 -6.2759 0.00
C 2.4893 0.3870 -0.4937 0.01
C 3.2743 -0.9632 -0.2947 0.02
C 3.4779 -1.1290 1.2808 0.01
C 4.7504 -0.8186 -0.8523 0.00
N 2.5904 -2.1838 -0.7596 0.37
O 3.1778 -2.7758 -1.7455 0.51
C 1.1354 -2.0268 -0.9493 0.03
C 0.6329 -3.3833 -1.6159 0.00
C 0.2967 -1.8756 0.3638 0.00
C 0.8419 -0.9140 -2.0362 0.02
H -4.0030 -1.2757 1.1437 0.00
H -4.1752 -0.3313 2.6559 0.00
H -5.0352 -1.9617 2.4240 0.00
H -6.3136 -0.9255 0.4689 0.00
H -6.7217 -0.1280 2.0238 0.00
H -6.1282 1.9667 1.2310 0.00
H -5.9303 1.2212 -0.3701 0.00
H -3.6198 1.5762 1.7030 0.00
H -3.4947 0.6205 0.1926 0.00
H -4.2752 2.8463 -1.0334 0.00
H -3.8912 3.7572 0.4707 0.00
H -1.9606 3.8908 -0.9906 0.00
H -1.4404 2.6215 0.2040 0.00
H -2.3583 0.7818 -1.5445 0.00
H -2.7524 2.1997 -2.6204 0.00
H -0.5360 2.7101 -3.0711 0.00
H -0.7083 0.8717 -3.2191 0.00
H 0.1607 1.4377 -0.4782 0.00
H 1.1474 2.5967 -1.4130 0.00
H 2.6294 2.0358 -2.8622 0.00
H 3.5485 0.5114 -2.9262 0.00
H 0.8544 0.4511 -4.4499 0.00
H 2.1733 1.5659 -5.0243 0.00
H 3.6646 -0.3339 -5.4972 0.00
H 2.5764 -1.5031 -4.5385 0.00
H -1.5375 -0.1585 -5.2796 0.00
H -0.2803 -1.1194 -4.3578 0.00
H -3.3312 -1.7812 -4.5093 0.00
H -2.2906 -1.2413 -3.1127 0.00
H -1.0319 -4.7179 -4.8297 0.00
H -2.8315 -4.5594 -4.9695 0.00
H -1.3943 -3.8817 -7.1096 0.00
H -2.7385 -2.8628 -6.5512 0.00
H 1.9239 0.6422 0.4381 0.00
H 3.2530 1.2003 -0.6026 0.00
H 2.5710 -0.8401 1.8562 0.00
H 3.8609 -2.1488 1.5152 0.00
H 4.2925 -0.3928 1.5661 0.00
H 5.1587 0.1720 -0.5289 0.00
H 5.3843 -1.5935 -0.3528 0.00
H 4.8056 -0.8875 -1.9585 0.00
H 1.0352 -4.2374 -1.0205 0.00
H 0.9286 -3.4619 -2.6838 0.00
H -0.4879 -3.3692 -1.6000 0.00
H 0.5968 -1.0014 0.9937 0.00
H 0.3311 -2.8217 0.9464 0.00
H -0.7609 -1.6914 0.0506 0.00
H 1.1150 -1.3943 -3.0128 0.00
H -0.2784 -0.8316 -2.0648 0.00
C -6.2786 -2.2058 -2.4929 0.00
O -5.4428 -1.4770 -1.9808 0.00
N -7.5925 -2.1757 -2.1366 0.00
N -5.9654 -3.1089 -3.4630 0.00
H -8.2947 -2.7640 -2.5429 0.00
H -7.8583 -1.5213 -1.4237 0.00
H -5.0044 -3.1578 -3.7493 0.00
H -6.6334 -3.7165 -3.8975 0.00
C -4.5334 6.2706 2.4814 0.00
O -4.6526 5.1314 2.0406 0.00
N -4.8915 7.3733 1.7763 0.00
N -4.0279 6.5204 3.7208 0.00
H -4.8032 8.3088 2.1215 0.00
H -5.2692 7.2287 0.8597 0.00
H -3.7520 5.7279 4.2713 0.00
H -3.9203 7.4397 4.1040 0.00
C 5.5756 2.1958 3.1762 0.00
O 4.8074 1.6198 2.4228 0.00
N 6.5982 2.9745 2.7256 0.00
N 5.4795 2.1041 4.5322 0.00
H 7.2417 3.4545 3.3271 0.00
H 6.7013 3.0639 1.7311 0.00
H 4.7373 1.5372 4.9022 0.00
H 6.1037 2.5651 5.1685 0.00
C -8.8156 3.8851 -0.0486 0.00
O -9.7004 3.0672 -0.2714 0.00
N -8.5090 4.8860 -0.9185 0.00
N -8.0655 3.8628 1.0828 0.00
H -7.7892 5.5648 -0.7534 0.00
H -9.0396 4.9349 -1.7687 0.00
H -8.2632 3.1369 1.7472 0.00
H -7.3324 4.5218 1.2839 0.00
C -12.7500 1.6583 -3.2578 0.00
O -13.2301 0.9623 -4.1414 0.00
N -11.7482 1.2292 -2.4464 0.00
N -13.1806 2.9282 -3.0109 0.00
H -11.3391 1.7873 -1.7144 0.00
H -11.4043 0.2995 -2.5972 0.00
H -13.9200 3.2815 -3.5894 0.00
H -12.8012 3.5149 -2.2919 0.00
C -8.3963 8.7887 0.6821 0.00
O -7.5597 8.3314 1.4497 0.00
N -9.5339 8.1134 0.3750 0.00
N -8.2572 10.0003 0.0758 0.00
H -10.2392 8.4556 -0.2494 0.00
H -9.6591 7.2151 0.8079 0.00
H -7.4266 10.5236 0.2827 0.00
H -8.9318 10.3892 -0.5552 0.00
C 8.1578 -1.4441 4.1935 0.00
O 8.3460 -2.6077 4.5301 0.00
N 7.0536 -0.7452 4.5608 0.00
N 9.0373 -0.7539 3.4216 0.00
H 6.8816 0.2064 4.2959 0.00
H 6.3785 -1.2226 5.1298 0.00
H 9.8663 -1.2372 3.1309 0.00
H 8.9053 0.1975 3.1360 0.00
C 6.6462 -4.4708 1.3289 0.00
O 6.1717 -5.2442 2.1477 0.00
N 7.6649 -3.6176 1.6287 0.00
N 6.1921 -4.3973 0.0447 0.00
H 8.0662 -2.9764 0.9719 0.00
H 8.0258 -3.6436 2.5723 0.00
H 5.4401 -5.0107 -0.2117 0.00
H 6.5637 -3.7716 -0.6441 0.00
C -1.2612 -7.5840 -1.0910 0.00
O -2.1699 -8.3648 -1.3287 0.00
N -0.9137 -6.5816 -1.9473 0.00
N -0.5157 -7.6447 0.0477 0.00
H -0.1727 -5.9299 -1.7718 0.00
H -1.4395 -6.5031 -2.7982 0.00
H -0.7372 -8.3750 0.7076 0.00
H 0.2323 -7.0110 0.2553 0.00
C 11.4635 0.9459 5.7101 0.00
O 10.7203 1.3014 4.8026 0.00
N 11.7454 -0.3664 5.9464 0.00
N 12.0642 1.8251 6.5542 0.00
H 12.3478 -0.6831 6.6813 0.00
H 11.3152 -1.0447 5.3435 0.00
H 11.8796 2.8098 6.4100 0.00
H 12.6724 1.5492 7.3010 0.00
C 0.3117 -10.9122 2.2022 0.00
O -0.4323 -10.5679 1.2960 0.00
N 0.6142 -12.2180 2.4408 0.00
N 0.9012 -10.0216 3.0490 0.00
H 1.2210 -12.5248 3.1766 0.00
H 0.1975 -12.9019 1.8359 0.00
H 0.7017 -9.0495 2.9036 0.00
H 1.5141 -10.2843 3.7969 0.00
C 12.2159 5.4298 5.0858 0.00
O 11.7186 4.6678 5.9037 0.00
N 13.2398 6.2693 5.3969 0.00
N 11.7844 5.4979 3.7988 0.00
H 13.6616 6.9008 4.7432 0.00
H 13.5824 6.2440 6.3399 0.00
H 11.0308 4.8886 3.5364 0.00
H 12.1753 6.1127 3.1109 0.00
```

Computed properties:
* HOMO level (spin up / spin down): -7.9 / -7.9 eV
* spin multiplicity: 2
* gap between HOMO and LUMO (spin up / spin down): 7.92 / 7.95 eV
* LUMO energy (spin up / spin down): 0.063 / 0.062 eV

---

Number 1: E -1967.486867 a.u.. Number 2: E -1957.462795 a.u.. Number 3: E -711.247986 a.u.. Number 4: E -170.641377 a.u.. Number 5: E -5609.968476 a.u.. Number 6: E -4779.833471 a.u..